{
  "formula": "C23H29AsN3S5Si2Tc",
  "method": "ωB97M-V with the def2-TZVPD basis set",
  "elements": ["Tc", "C", "Si", "C", "C", "C", "C", "C", "C", "C", "Si", "C", "C", "H", "H", "H", "H", "H", "H", "H", "H", "H", "H", "H", "H", "H", "H", "H", "H", "S", "As", "S", "S", "S", "C", "C", "C", "C", "N", "C", "C", "H", "H", "H", "H", "H", "H", "H", "N", "C", "N", "C", "C", "C", "C", "C", "C", "S", "H", "H", "H", "H", "H", "H"],
  "xyz": [[-0.68352, -0.97231, -0.60085], [2.09007, -3.43501, 3.22127], [1.68736, -1.83026, 2.36720], [3.00184, -1.24724, 1.16298], [0.98460, -0.42311, 3.37234], [1.70094, -0.20476, 4.55443], [1.38154, 0.83030, 5.41668], [0.30337, 1.64664, 5.11968], [-0.42421, 1.43050, 3.96060], [-0.10113, 0.40811, 3.06134], [-1.31605, 0.38620, 1.60359], [-2.97928, -0.30930, 2.14477], [-1.44624, 2.16026, 0.95844], [3.01290, -3.34098, 3.79805], [2.23735, -4.23381, 2.49238], [1.29856, -3.74580, 3.90469], [3.93922, -1.09537, 1.70542], [2.73772, -0.29851, 0.69794], [3.19650, -1.98341, 0.37911], [2.52997, -0.85853, 4.80967], [1.96491, 0.99338, 6.31266], [0.02012, 2.44728, 5.78968], [-1.28021, 2.06814, 3.76726], [-3.43043, 0.40101, 2.84477], [-2.87894, -1.26492, 2.66179], [-3.67685, -0.45168, 1.32002], [-1.71107, 2.80407, 1.80064], [-2.22455, 2.27946, 0.20785], [-0.51350, 2.55011, 0.54906], [-3.29479, -4.24890, 2.12026], [-2.09015, -4.03680, 0.48264], [-0.05809, -2.38545, 1.04155], [-2.51587, -2.24460, -0.88028], [-1.14804, -5.55124, -0.54011], [-3.63070, 3.16264, -4.65307], [-2.96558, 2.19691, -3.73456], [-1.68781, 1.69981, -3.98726], [-1.08406, 0.83924, -3.09774], [-1.66161, 0.43223, -1.95201], [-2.92017, 0.86773, -1.73370], [-3.58502, 1.72773, -2.57412], [-3.00630, 3.38259, -5.51532], [-3.84270, 4.09464, -4.12553], [-4.58964, 2.77583, -5.00120], [-1.15237, 1.98031, -4.88424], [-0.10736, 0.44951, -3.33337], [-3.41408, 0.49227, -0.84672], [-4.59278, 2.03144, -2.32262], [1.00647, -3.39497, -2.25123], [1.53768, -2.18489, -2.28456], [1.03649, -1.09530, -1.69215], [1.89385, 0.00926, -1.83981], [1.70947, 1.26031, -1.26139], [2.64998, 2.24651, -1.49563], [3.76545, 1.99378, -2.29166], [3.96775, 0.74449, -2.85451], [3.02390, -0.24078, -2.61293], [3.02704, -1.91385, -3.14057], [0.13911, -3.64525, -1.77962], [1.47510, -4.14859, -2.73147], [0.84463, 1.44919, -0.63160], [2.51739, 3.22653, -1.05737], [4.49324, 2.77567, -2.45821], [4.83860, 0.54150, -3.46333]],
  "homo_ev": [-14.01, -14.01],
  "gap_ev": [5.58, 5.58],
  "total_energy_ev": -161749.6962,
  "charge": 2
}